Entry from the Open Molecules 2025 dataset: a molecular structure, C24H22MoN7O3S2 at a distorted geometry (the ωB97M-V functional and the def2-TZVPD basis).

The strongest force on any atom is 1.232 eV Å⁻¹. As for the calculated total energy: -2400.3570 Eh. Its charge is +3. As for the spin multiplicity: 1. The calculation puts the HOMO-LUMO gap at 5.19 eV.

```
59
Properties=species:S:1:pos:R:3:nbo_charge:R:1
Mo 0.41 -0.86 -0.11 1.19
C 0.41 2.68 2.38 -0.23
C 1.24 3.62 1.75 -0.08
C 1.96 3.24 0.65 -0.20
C 1.88 1.93 0.17 0.39
N 0.98 1.07 0.69 -0.51
C 0.29 1.44 1.82 0.03
N 2.80 1.57 -0.79 -0.42
C 3.08 0.34 -0.94 0.46
N 2.37 -0.76 -0.37 -0.55
C 3.03 -1.96 -0.79 0.50
N 2.73 -3.16 -0.45 -0.42
C 1.78 -3.46 0.48 0.42
C 1.80 -4.72 1.08 -0.20
C 1.00 -4.99 2.16 -0.06
C 0.14 -3.98 2.66 -0.20
C 0.08 -2.79 2.01 0.03
N 0.86 -2.54 0.91 -0.52
C 4.14 -1.59 -1.66 -0.14
C 5.08 -2.39 -2.27 -0.12
C 6.07 -1.73 -3.00 -0.14
C 6.10 -0.34 -3.09 -0.13
C 5.16 0.46 -2.45 -0.15
C 4.17 -0.21 -1.75 -0.04
H -0.12 2.90 3.29 0.27
H 1.32 4.62 2.14 0.27
H 2.67 3.90 0.16 0.28
H -0.36 0.70 2.26 0.22
H 2.51 -5.44 0.70 0.28
H 1.03 -5.96 2.64 0.27
H -0.47 -4.15 3.54 0.28
H -0.60 -2.01 2.33 0.23
H 5.06 -3.46 -2.19 0.26
H 6.83 -2.31 -3.51 0.26
H 6.89 0.13 -3.67 0.26
H 5.20 1.53 -2.51 0.26
N -1.35 0.16 0.04 -0.60
C -2.25 0.88 -0.19 0.78
N -3.19 1.67 -0.44 -0.37
C -4.58 1.25 -0.89 -0.19
C -5.57 1.74 0.15 -0.42
C -5.47 3.25 0.35 -0.41
C -4.06 3.66 0.77 -0.42
C -3.01 3.16 -0.21 -0.19
H -4.59 0.18 -1.03 0.24
H -4.72 1.75 -1.85 0.24
H -5.38 1.23 1.10 0.21
H -6.57 1.45 -0.18 0.27
H -6.18 3.58 1.10 0.26
H -5.73 3.77 -0.58 0.22
H -3.83 3.26 1.77 0.21
H -3.96 4.74 0.83 0.26
H -1.99 3.32 0.13 0.22
H -3.13 3.61 -1.20 0.24
O -3.36 -4.56 -0.54 -0.73
S -3.07 -3.18 -0.44 2.49
O -4.04 -2.18 -0.63 -0.80
O -1.71 -2.79 -0.19 -0.90
S 0.22 -1.28 -2.12 0.39
```